# 1
A cluster of 6 separate species, C22H54N6O6 in total. Source: OMol25; level of theory: ωB97M-V/def2-TZVPD.

Summary:
E_HOMO = -8.0723 eV
electronic energy = -1650.55559 Eh
SMILES = CC1(C)CCCC(C)(C)N1O.CC1(C)CCCC(C)(C)N1O.NC(N)=O.NC(N)=O.CO.CO
frontier orbital gap = 8.4 eV
total charge = 0

The geometry in XYZ format:
```
88
Properties=species:S:1:pos:R:3:forces:R:3
C 3.622509 1.104482 -0.449725 -1.19 -0.11 -0.67
C 3.839993 -0.300840 -1.049877 0.61 0.61 0.84
C 5.104029 -0.177466 -1.885931 0.50 -0.08 -0.42
C 4.043401 -1.294088 0.127868 0.46 0.49 -2.30
C 4.168090 -2.691153 -0.411628 0.26 -1.52 0.18
C 2.948382 -3.090951 -1.252540 0.37 1.96 -1.29
C 2.635719 -2.056574 -2.452792 -0.75 0.38 1.33
C 3.426359 -2.196811 -3.754558 -0.07 -2.07 0.06
C 1.158009 -2.324126 -2.870796 0.43 0.80 0.05
N 2.665014 -0.687762 -1.836721 -0.43 -2.19 1.93
O 2.336091 0.240073 -2.759040 0.35 1.58 -2.04
H 4.497843 1.467461 0.055076 0.66 0.04 0.07
H 3.384439 1.768599 -1.309370 0.01 -0.13 0.86
H 2.826572 1.116427 0.319201 0.01 0.00 -0.54
H 4.934463 0.609295 -2.621261 0.04 -0.20 -0.32
H 5.976175 0.149964 -1.308418 -0.22 -0.13 0.18
H 5.366338 -1.116807 -2.383178 0.05 0.40 0.12
H 5.022546 -1.031950 0.517478 -0.21 0.24 0.84
H 3.199826 -1.177832 0.777935 -0.27 -0.01 0.82
H 5.124142 -2.794473 -0.965299 -0.52 0.00 0.19
H 4.233373 -3.384420 0.460991 0.08 0.22 -0.62
H 2.112135 -3.038602 -0.552729 -0.31 -0.29 -0.33
H 3.021583 -4.039287 -1.767331 0.07 -0.53 0.40
H 2.852560 -1.740426 -4.533586 0.05 0.92 -0.47
H 3.321502 -3.273565 -4.052510 0.44 0.58 0.36
H 4.481870 -1.936259 -3.789571 -0.28 0.10 0.05
H 1.124817 -3.266183 -3.386693 -0.21 -0.60 -0.10
H 0.707556 -1.570886 -3.543549 0.64 -0.16 0.18
H 0.538618 -2.324912 -1.993504 -0.37 -0.29 0.44
H 1.420874 0.530393 -2.605366 -0.18 0.05 0.22
C -1.551880 -2.714254 3.766138 -0.36 0.21 1.39
C -1.839352 -1.684158 2.664394 0.62 -0.02 0.03
C -2.076869 -2.412720 1.350852 -0.20 0.54 -0.70
C -3.101229 -0.825692 2.908132 0.52 0.07 2.48
C -2.868740 0.263973 3.969578 0.17 0.81 0.24
C -1.671391 1.110339 3.555786 -1.04 1.89 1.05
C -0.410783 0.323996 3.464737 0.88 0.33 0.33
C 0.622011 1.193160 2.767464 1.87 -0.62 0.47
C 0.195907 0.020776 4.863633 0.26 0.63 1.62
N -0.655814 -0.793524 2.559531 -0.26 0.36 -0.55
O 0.546709 -1.458286 2.317266 0.19 -0.76 -0.69
H -2.319249 -3.484362 3.853962 -0.05 -0.02 -0.26
H -0.584308 -3.228904 3.690163 -0.30 0.14 -0.49
H -1.513755 -2.236084 4.765820 -0.12 -0.03 -0.45
H -2.089393 -1.711579 0.476445 -0.47 -0.46 0.81
H -1.259599 -3.068185 1.121532 0.36 -0.68 0.03
H -3.028744 -2.975953 1.452342 0.60 0.30 -0.35
H -3.560869 -0.372790 2.037989 0.12 -0.31 -0.44
H -3.777994 -1.486185 3.442612 -0.62 -0.37 -0.69
H -3.780952 0.892415 4.133012 0.68 -0.51 -0.30
H -2.620221 -0.153654 4.952722 -0.27 -0.28 -0.14
H -1.476749 1.990762 4.246721 -0.33 -1.06 -0.49
H -1.902716 1.598878 2.608576 0.17 -0.14 -0.34
H 0.343200 1.405290 1.751585 -0.40 0.85 -0.23
H 1.566490 0.638962 2.635988 -0.31 -0.14 0.13
H 0.961820 2.002376 3.427219 -0.71 0.38 -0.61
H 0.760782 0.888938 5.290813 -0.85 0.02 -0.72
H 1.060090 -0.633514 4.846795 -0.18 -0.91 -0.28
H -0.465818 -0.236579 5.734488 0.25 -0.23 -1.18
H 0.886218 -1.867345 3.124225 -0.24 -0.01 0.30
N -3.325763 1.735762 -3.845386 0.23 1.35 1.24
C -4.010944 2.903419 -3.530615 -1.72 2.37 0.40
N -3.473262 3.740039 -2.463079 0.32 -0.84 -0.65
O -5.105084 3.293978 -4.021392 2.78 -1.82 0.76
H -3.710945 1.081069 -4.512165 0.06 0.35 0.25
H -2.493584 1.494968 -3.280564 -0.78 0.10 -0.95
H -2.474638 3.867759 -2.261610 -0.18 -0.65 -0.59
H -3.912586 4.656179 -2.343509 -0.30 -0.88 -0.59
N -1.704043 1.293717 -0.513639 0.09 0.85 -2.10
C -0.609720 0.732917 -1.130737 1.35 -0.31 1.47
N 0.003561 -0.244839 -0.350911 -1.90 1.36 -0.22
O -0.158118 1.204738 -2.214671 -0.92 -1.01 1.50
H -2.272383 1.782805 -1.197234 -0.12 0.23 0.43
H -2.282214 0.833774 0.147635 -0.11 -0.85 0.54
H -0.369925 -0.338043 0.623656 0.58 0.04 -1.09
H 0.979594 -0.400547 -0.498489 0.81 -0.37 -0.41
C -5.544765 0.380401 -1.444155 -1.75 1.06 -0.22
O -4.694129 0.555022 -0.365683 1.02 0.29 1.11
H -5.562354 1.215421 -2.162715 0.19 -0.20 0.24
H -5.233529 -0.499449 -1.899615 0.59 -1.51 -1.20
H -6.579497 0.201821 -1.120800 0.05 0.10 0.02
H -5.045586 1.235646 0.204251 -0.10 0.31 0.15
C 0.650156 4.777446 -1.192745 -0.98 -0.46 -1.31
O -0.169826 4.050660 -2.197728 1.05 0.73 1.50
H 0.609086 4.350941 -0.195667 -0.96 0.12 0.33
H 1.715009 4.718835 -1.358468 0.42 0.09 -0.93
H 0.304413 5.816277 -1.297288 0.26 -0.42 0.55
H -0.010516 3.101886 -2.079791 0.03 -0.10 -0.21
```
Positions in Å, forces in eV/Å.

Löwdin population analysis, charges in e, atoms 1 to 2: C -0.03; C -0.52

=====

# 2
An isolated molecule of C3H5ClN4. Source: OMol25; level of theory: ωB97M-V/def2-TZVPD.

Summary:
E_HOMO = -7.7793 eV
electronic energy = -796.33967 Eh
frontier orbital gap = 8.5 eV
total charge = 0

The geometry in XYZ format:
```
13
Properties=species:S:1:pos:R:3:forces:R:3
C 1.780008 -0.864866 0.270719 -1.70 -3.55 0.42
C -0.477194 -0.864748 -0.076826 3.09 -1.99 -0.43
C -1.527310 1.285936 0.493713 -0.46 -1.00 -2.50
N 1.769156 0.323153 0.156681 -0.12 3.09 0.31
N 0.732880 1.070681 0.193447 0.87 2.45 -0.52
N -0.419013 0.366175 0.097039 -1.41 3.11 1.66
N 2.468353 -1.935831 0.140300 2.11 -2.43 -1.90
Cl -1.990380 -1.539824 -0.076757 -1.59 -1.35 0.14
H -1.215305 2.273445 0.189045 -0.20 0.13 -0.67
H -2.417944 0.840899 -0.056665 0.78 1.32 1.15
H -1.610440 1.392784 1.545156 -0.28 -0.73 1.07
H 2.893915 -2.240133 -0.763519 -0.72 0.64 0.95
H 2.588867 -2.640420 0.848252 -0.36 0.31 0.34
```
Positions in Å, forces in eV/Å.

Löwdin population analysis, charges in e, atoms 1 to 2: C -0.27; C -0.61

=====

# 3
A cluster of 7 separate species, C6H26O7 in total. Source: OMol25; level of theory: ωB97M-V/def2-TZVPD.

Summary:
E_HOMO = -10.1738 eV
electronic energy = -770.77671 Eh
SMILES = CO.CO.CO.CO.CO.CO.O
frontier orbital gap = 10.6 eV
total charge = 0

The geometry in XYZ format:
```
39
Properties=species:S:1:pos:R:3:forces:R:3
C -2.683295 -2.533238 1.207847 1.53 -0.25 -0.94
O -2.653537 -1.270889 0.634418 -0.73 1.53 0.18
H -1.660536 -2.911606 1.156149 0.03 -0.61 0.34
H -2.922315 -2.371848 2.228113 -0.58 -0.34 0.94
H -3.299387 -3.254234 0.681167 -0.53 0.00 0.13
H -2.345471 -1.230054 -0.278846 0.19 -0.35 -0.66
C -1.727261 1.977873 2.042086 2.25 -0.87 0.00
O -2.115292 1.509473 0.789682 -0.09 0.29 -0.91
H -1.016765 1.220938 2.505735 -0.78 0.88 -0.07
H -1.118302 2.853955 1.805420 -0.33 0.33 0.73
H -2.556685 2.151243 2.686977 -0.56 0.42 0.63
H -2.285456 0.576696 0.871402 -0.47 -1.01 -0.14
C 1.802205 -0.041056 -2.666958 -2.02 0.19 0.65
O 0.520969 0.667987 -2.571339 1.46 0.66 1.14
H 1.589629 -0.888680 -3.307511 0.43 0.07 -0.51
H 2.597791 0.618907 -2.988883 0.14 -0.08 -0.26
H 2.010467 -0.464947 -1.689246 0.45 0.06 0.27
H 0.628218 1.340219 -1.805186 -0.40 -0.97 -1.15
C 0.442433 -1.084139 1.315572 -0.62 -0.21 1.19
O 1.795414 -1.276153 1.741425 -0.24 -0.75 0.95
H 0.496399 -0.158934 0.813290 -0.72 1.06 -0.98
H -0.081357 -1.851717 0.714168 1.02 0.18 0.20
H -0.162246 -0.949598 2.242024 0.44 -0.14 -0.65
H 2.307172 -1.819724 1.159752 0.12 -0.63 -0.67
C 3.955959 1.587624 1.328563 1.18 -1.21 -0.36
O 2.702470 1.012962 0.998415 -0.08 0.30 0.19
H 3.851285 2.665802 1.438110 0.02 -0.04 0.15
H 4.389249 1.120446 2.266881 -0.46 0.71 -0.96
H 4.683989 1.385308 0.472611 -0.71 0.33 1.10
H 2.539051 0.164957 1.474861 0.13 0.51 -0.23
C -2.069872 -0.876348 -3.136320 0.36 -1.42 -0.70
O -1.579273 -0.874786 -1.813738 -0.16 0.08 0.51
H -2.081978 -1.921759 -3.490584 -0.29 0.13 0.16
H -3.087111 -0.489002 -3.258284 0.34 0.32 0.28
H -1.336386 -0.421593 -3.793460 -0.24 0.65 -0.09
H -0.745181 -0.365683 -1.810192 -0.10 0.20 -0.29
O 0.421528 2.210271 -0.361528 1.25 0.38 0.17
H -0.344660 1.897013 0.106000 -1.34 -0.31 0.09
H 1.138137 2.094317 0.291404 0.14 -0.09 -0.43
```
Positions in Å, forces in eV/Å.

Löwdin population analysis, charges in e, atoms 1 to 2: C -0.15; O -0.15